Record 1
Density functional theory data (ωB97M-V with the def2-TZVPD basis set) for a molecular structure, C13H19BN6Pd at a distorted geometry.

Calculated values
E_HOMO ... -8.133 eV
Multiplicity ... 1

Each line ends with the Löwdin charge.
Positions of all 40 atoms, in Å:
1 Pd 0.09543 0.20845 -0.89412  0.744
2 C 0.12364 0.23812 3.57293  -0.062
3 C 0.16150 0.93138 2.35767  -0.146
4 N 0.13799 0.08593 1.33595  -0.015
5 N 0.07365 -1.15626 1.85767  -0.034
6 C 0.06852 -1.08898 3.20057  -0.083
7 B 0.00128 -2.42811 0.96665  -0.502
8 N 1.25486 -2.46464 0.06444  -0.039
9 C 2.26404 -3.35149 0.07602  -0.080
10 C 3.16083 -2.99990 -0.91173  -0.066
11 C 2.60125 -1.85458 -1.48983  -0.147
12 N 1.45839 -1.54246 -0.89469  -0.047
13 N -1.27236 -2.39543 0.07570  -0.039
14 C -2.30220 -3.26170 0.05078  -0.088
15 C -3.18524 -2.86181 -0.92977  -0.070
16 C -2.59665 -1.70989 -1.46991  -0.153
17 N -1.44613 -1.44258 -0.86621  -0.038
18 H 0.12879 0.64446 4.56980  0.090
19 H 0.20980 1.99386 2.17782  0.091
20 H 0.02077 -1.98720 3.79403  0.118
21 H -0.02602 -3.40610 1.66953  0.117
22 H 2.27108 -4.16783 0.77956  0.119
23 H 4.07505 -3.49968 -1.18167  0.090
24 H 2.97113 -1.25106 -2.30364  0.103
25 H -2.33811 -4.09346 0.73537  0.117
26 H -4.11223 -3.33133 -1.21170  0.088
27 H -2.95162 -1.07269 -2.26395  0.100
28 C -0.92832 3.96667 0.12590  -0.079
29 C 0.21938 3.40879 -0.71540  -0.512
30 C 0.64418 4.40718 -1.79527  -0.082
31 C -0.18688 2.12889 -1.36025  -0.196
32 H -0.66451 4.94814 0.52399  0.079
33 H -1.16524 3.30781 0.96194  0.059
34 H -1.83238 4.07566 -0.47970  0.085
35 H 1.07931 3.22719 -0.06421  0.126
36 H -0.17058 4.57606 -2.50386  0.083
37 H 1.51034 4.04850 -2.35314  0.077
38 H 0.90417 5.36352 -1.33763  0.079
39 H 0.73873 1.57001 -1.78701  0.050
40 H -0.99565 2.23655 -2.08263  0.066

Record 2
Density functional theory data (ωB97M-V with the def2-TZVPD basis set) for a single C13H19BrN2O3S molecule.

Calculated values
E_HOMO ... -9.516 eV
Structure (SMILES) ... CC[C@@H](C)NC(=O)CCNS(=O)(=O)c1ccc(Br)cc1
Multiplicity ... 1

Each line ends with the Löwdin charge.
Positions of all 39 atoms, in Å:
1 C 0.50811 2.58561 0.13288  -0.100
2 C 1.66942 2.31514 -0.81980  -0.200
3 C 2.81191 1.49466 -0.19766  -0.366
4 C 3.35019 2.10958 1.08935  -0.044
5 N 2.38569 0.13101 0.05545  0.092
6 C 2.74982 -0.90107 -0.72987  -0.506
7 O 3.46928 -0.78357 -1.70210  0.059
8 C 2.13635 -2.23728 -0.32640  -0.084
9 C 0.81762 -2.44730 -1.08198  -0.220
10 N -0.17990 -1.43582 -0.78007  -0.114
11 S -0.75521 -1.43899 0.79287  0.668
12 O -0.09688 -0.40926 1.56114  -0.313
13 O -0.72288 -2.77886 1.28688  -0.265
14 C -2.44889 -0.94905 0.50891  -0.272
15 C -2.84790 0.35629 0.72051  -0.045
16 C -4.15920 0.71814 0.46223  -0.107
17 C -5.04114 -0.24443 -0.00523  -0.674
18 Br -6.83736 0.24475 -0.36308  0.752
19 C -4.64341 -1.55736 -0.21467  -0.106
20 C -3.33089 -1.90756 0.04656  -0.048
21 H 0.79430 3.30909 0.89175  0.073
22 H 0.19106 1.67306 0.63228  0.034
23 H -0.33735 2.99328 -0.41828  0.073
24 H 1.30809 1.77104 -1.69679  0.108
25 H 2.07796 3.26421 -1.17211  0.111
26 H 3.61662 1.41930 -0.93831  0.141
27 H 2.60143 2.06035 1.87593  0.076
28 H 3.62298 3.14838 0.92397  0.083
29 H 4.23230 1.56702 1.42003  0.081
30 H 1.74628 -0.01596 0.82642  0.098
31 H 2.82967 -3.03235 -0.60107  0.126
32 H 1.94189 -2.27412 0.74614  0.109
33 H 0.99294 -2.43688 -2.16029  0.131
34 H 0.37609 -3.40207 -0.79257  0.113
35 H 0.13266 -0.50733 -1.02926  0.099
36 H -2.13628 1.07331 1.09711  0.107
37 H -4.49440 1.73114 0.62262  0.106
38 H -5.35091 -2.28878 -0.57336  0.106
39 H -2.98003 -2.91735 -0.09013  0.120

Record 3
Density functional theory data (ωB97M-V with the def2-TZVPD basis set) for a single C13H19BrN2O4S molecule at a distorted geometry.

Calculated values
E_HOMO ... -8.416 eV
Structure (SMILES) ... COc1cc(S(=O)(=O)N2CCN(C)CC2)c(OC)cc1Br
Multiplicity ... 1

Each line ends with the Löwdin charge.
Positions of all 40 atoms, in Å:
1 C -2.55891 -3.42672 0.38656  -0.069
2 O -3.00295 -2.12316 0.08997  -0.136
3 C -2.12067 -1.10393 0.19079  -0.323
4 C -0.77962 -1.21447 0.54329  0.020
5 C 0.01795 -0.09150 0.61319  -0.178
6 S 1.73263 -0.27168 1.09352  0.696
7 O 1.98811 0.52729 2.25273  -0.264
8 O 1.99447 -1.68541 1.18615  -0.297
9 N 2.50414 0.39677 -0.22942  -0.224
10 C 3.63300 1.25482 0.06840  -0.183
11 C 4.92390 0.44471 0.08629  -0.167
12 N 5.18821 -0.17100 -1.21469  -0.217
13 C 5.85015 -1.44961 -1.06565  -0.100
14 C 4.01257 -0.21329 -2.06446  -0.175
15 C 2.72243 -0.55079 -1.31103  -0.173
16 C -0.46697 1.18418 0.33532  -0.266
17 O 0.41268 2.20096 0.42392  -0.092
18 C -0.05153 3.51770 0.21467  -0.057
19 C -1.81048 1.30689 -0.02012  -0.046
20 C -2.60416 0.17756 -0.08494  -0.581
21 Br -4.42206 0.34438 -0.56728  0.814
22 H -1.76551 -3.74238 -0.29707  0.099
23 H -3.42973 -4.06643 0.25473  0.097
24 H -2.20208 -3.50059 1.41771  0.101
25 H -0.31843 -2.15970 0.77692  0.111
26 H 3.43896 1.68673 1.04942  0.112
27 H 3.67749 2.05768 -0.67208  0.127
28 H 5.77468 1.08506 0.34450  0.123
29 H 4.81670 -0.32130 0.87024  0.123
30 H 6.10703 -1.83616 -2.05087  0.082
31 H 6.77182 -1.29609 -0.50556  0.086
32 H 5.24108 -2.19645 -0.53471  0.089
33 H 3.90077 0.76538 -2.54257  0.117
34 H 4.17376 -0.95192 -2.85125  0.122
35 H 2.78607 -1.56158 -0.89229  0.107
36 H 1.86232 -0.51238 -1.98978  0.125
37 H 0.81303 4.15817 0.37707  0.098
38 H -0.83779 3.78377 0.92705  0.101
39 H -0.41927 3.65512 -0.80709  0.100
40 H -2.25096 2.26461 -0.24559  0.101

Record 4
Density functional theory data (ωB97M-V with the def2-TZVPD basis set) for a molecular structure, C13H19Cl2LaN at a distorted geometry.

Calculated values
E_HOMO ... -1.941 eV
Multiplicity ... 1
Total charge ... -1

Each line ends with the Löwdin charge.
Positions of all 36 atoms, in Å:
1 La 0.94431 -0.43145 0.35345  1.229
2 Cl 0.57553 -2.86929 -0.50454  -0.287
3 Cl 2.00223 2.02060 0.78084  -0.287
4 C 2.13516 -0.25614 -1.48808  -0.498
5 H 2.84009 0.58392 -1.45477  -0.011
6 H 2.46626 -1.11739 -2.06246  0.003
7 C -0.55058 0.40621 -1.52189  -0.407
8 C 0.74290 0.25263 -2.12366  -0.536
9 H -0.69774 0.68268 -0.46268  -0.033
10 C 0.55126 -0.65769 -3.42209  -0.202
11 H 0.99446 1.26406 -2.50272  0.114
12 C -0.52572 -0.12315 -4.35578  -0.233
13 H 1.51937 -0.76783 -3.94726  0.102
14 H 0.25382 -1.63846 -3.01689  0.076
15 C -1.85940 -0.06292 -3.60366  -0.230
16 H -0.23097 0.87734 -4.68066  0.100
17 H -0.59852 -0.77881 -5.23893  0.097
18 C -1.66316 0.87802 -2.39740  -0.262
19 H -2.67656 0.26522 -4.26692  0.091
20 H -2.12811 -1.06211 -3.22651  0.108
21 H -1.42515 1.87287 -2.82727  0.097
22 H -2.62115 0.98978 -1.86304  0.098
23 C -0.58715 -0.67787 6.84550  -0.057
24 C -0.43786 -0.56313 5.36508  -0.269
25 C 0.74470 -0.04098 4.83767  -0.023
26 C 0.87974 0.03718 3.46503  -0.164
27 N -0.09672 -0.40732 2.63428  -0.134
28 C -1.25183 -0.89942 3.12624  -0.103
29 C -1.45862 -0.97944 4.49689  -0.020
30 H 0.16455 -1.36349 7.25881  0.088
31 H -0.44157 0.29613 7.33020  0.087
32 H -1.58017 -1.05428 7.10093  0.074
33 H 1.55886 0.30678 5.47467  0.120
34 H 1.75560 0.48567 2.96812  0.039
35 H -1.99504 -1.21566 2.38471  0.124
36 H -2.40642 -1.36922 4.86380  0.110

Record 5
Density functional theory data (ωB97M-V with the def2-TZVPD basis set) for a molecular structure, C13H19Cl2LaN at a distorted geometry.

Calculated values
E_HOMO ... -2.082 eV
Multiplicity ... 1
Total charge ... -1

Each line ends with the Löwdin charge.
Positions of all 36 atoms, in Å:
1 La 1.11571 -0.30475 -0.09586  1.233
2 Cl 0.71015 -2.78509 -0.86272  -0.336
3 Cl 2.12402 2.14435 0.40779  -0.277
4 C 2.24915 0.01252 -1.97582  -0.499
5 H 2.91091 0.87021 -1.92005  -0.017
6 H 2.59999 -0.91561 -2.45371  0.012
7 C -0.37477 0.64402 -1.91228  -0.422
8 C 0.87404 0.48320 -2.62660  -0.521
9 H -0.40137 1.14487 -0.93587  -0.012
10 C 0.69305 -0.48597 -3.85442  -0.204
11 H 1.11998 1.51547 -2.98695  0.128
12 C -0.38827 0.03975 -4.76804  -0.240
13 H 1.63694 -0.59890 -4.41209  0.103
14 H 0.43310 -1.48843 -3.47577  0.087
15 C -1.70062 0.12961 -4.00183  -0.218
16 H -0.11490 1.04652 -5.10927  0.106
17 H -0.47074 -0.58498 -5.65661  0.093
18 C -1.49441 1.03490 -2.77659  -0.277
19 H -2.48309 0.54232 -4.64629  0.092
20 H -1.99614 -0.87318 -3.67264  0.109
21 H -1.29741 2.02885 -3.19547  0.097
22 H -2.39001 1.11355 -2.16770  0.094
23 C -0.45685 -0.48470 6.48289  -0.056
24 C -0.30630 -0.37151 5.00217  -0.282
25 C 0.86416 0.15132 4.47330  -0.030
26 C 0.99773 0.24109 3.09899  -0.167
27 N 0.02558 -0.17898 2.24980  -0.110
28 C -1.11959 -0.69781 2.76063  -0.102
29 C -1.32644 -0.78784 4.13696  -0.022
30 H 0.29697 -1.16920 6.89368  0.088
31 H -0.30932 0.49550 6.95320  0.087
32 H -1.45216 -0.85894 6.72771  0.073
33 H 1.67618 0.49676 5.12547  0.123
34 H 1.88739 0.67746 2.62554  0.037
35 H -1.86737 -1.04380 2.04208  0.118
36 H -2.26530 -1.18258 4.52639  0.109

Record 6
Density functional theory data (ωB97M-V with the def2-TZVPD basis set) for a molecular structure, C13H19ClOSiTb at a distorted geometry.

Calculated values
E_HOMO (spin up / spin down) ... -3.165 / -3.169 eV
Multiplicity ... 7
Total charge ... -1

Each line ends with the Mulliken spin population.
Positions of all 36 atoms, in Å:
1 C 0.86057 -1.86787 -0.20445  -0.027
2 C 0.98947 -1.67663 -1.62707  0.001
3 C -0.31979 -1.77131 -2.17291  -0.026
4 H 1.94255 -1.58149 -2.17105  0.000
5 C -1.24352 -2.00964 -1.12267  0.015
6 C -0.52637 -2.05841 0.10049  -0.033
7 H -0.97092 -2.23772 1.08649  0.003
8 H 1.67861 -1.93315 0.51468  0.004
9 H -0.56617 -1.76573 -3.22510  0.000
10 H -2.30042 -2.21578 -1.24124  -0.002
11 Tb -0.09264 0.40444 -0.60306  6.124
12 Cl 1.73968 2.04503 -1.00737  -0.028
13 C 0.09513 2.34724 -3.57109  -0.001
14 C -1.13010 1.74926 -3.97918  -0.002
15 C -0.81711 0.53728 -4.66166  -0.001
16 H -2.12182 2.17187 -3.83151  0.001
17 C 0.60228 0.38871 -4.67354  -0.005
18 C 1.16394 1.50637 -4.00216  -0.003
19 H 2.22547 1.68537 -3.85228  0.000
20 H 0.19419 3.29050 -3.04030  0.001
21 H -1.53185 -0.13395 -5.13435  0.000
22 H 1.16392 -0.41478 -5.14628  0.000
23 C 1.22991 -1.00531 3.67095  0.000
24 Si -0.00662 0.34446 3.15209  -0.018
25 C -1.66579 -0.13800 3.88532  0.001
26 C 0.17784 1.88873 4.29771  0.000
27 O 0.01387 0.61640 1.53594  -0.004
28 H 1.38035 -1.33877 4.71391  0.000
29 H 2.22402 -0.73873 3.31524  0.000
30 H 0.95360 -1.91745 3.12655  0.000
31 H -1.53348 -0.08039 4.98205  0.000
32 H -2.47371 0.55505 3.62274  0.000
33 H -1.94625 -1.16853 3.62760  0.000
34 H 1.17029 2.36520 4.19092  0.000
35 H -0.61598 2.64154 4.10134  0.000
36 H 0.05687 1.51620 5.34328  0.000

Which of these has the highest multiplicity?
C13H19ClOSiTb

Which value of multiplicity does entry 2 give?
1